Run A
A molecular structure, C4H7NO, computed with ωB97M-V/def2-TZVPD.

XYZ file:
```
13
Properties=species:S:1:pos:R:3:nbo_charge:R:1
C 2.3297 0.2531 0.2548 -0.43
N 1.1637 -0.5314 -0.0411 -0.49
C -0.0242 -0.2008 0.1355 0.57
C -1.2451 -0.8587 -0.4162 -0.51
C -1.9260 0.4563 -0.0074 -0.07
O -0.6834 0.9286 0.6009 -0.51
H 2.1460 1.1904 0.7921 0.18
H 2.8327 0.4764 -0.6946 0.20
H 3.0090 -0.3800 0.8317 0.20
H -1.5975 -1.7563 0.0935 0.23
H -1.0415 -1.0682 -1.4650 0.23
H -2.2360 1.1267 -0.8144 0.19
H -2.7275 0.3640 0.7302 0.18
```

Values from the calculation:
Frontier orbital gap, eV: 10.568
E_LUMO, Ha: 0.038
Highest occupied orbital energy, eV: -9.5367

Run B
2 unconnected molecules or ions with the total composition C4H7NO, computed with ωB97M-V/def2-TZVPD.

XYZ file:
```
13
Properties=species:S:1:pos:R:3:nbo_charge:R:1
C 0.1825 -0.9027 1.2248 -0.41
N 0.4418 0.0961 0.1807 -0.23
C 0.9035 -0.3986 -0.9648 -0.37
C -1.8563 0.1204 -1.3204 0.48
O -2.0167 0.7768 -2.2383 -0.53
C 0.0335 1.3313 0.4581 -0.37
H 0.2608 -0.4244 2.2011 0.21
H -0.8199 -1.3085 1.0707 0.22
H 0.9316 -1.6911 1.1493 0.21
H 1.0929 0.2618 -1.7994 0.20
H 1.0932 -1.4594 -1.0208 0.19
H -0.4192 1.5184 1.4199 0.19
H 0.1825 2.1205 -0.2660 0.20
```

Values from the calculation:
Frontier orbital gap, eV: 8.049
E_LUMO, Ha: 0.040
Highest occupied orbital energy, eV: -6.9589

Among the structures above, stability is smallest for run B.